Entry 1:
Density functional theory data (wB97M-V/def2-TZVPD) for a 14-piece molecular cluster, C4H35NO14S2 overall.

CARTESIAN COORDINATES (ANGSTROEM)
S 0.678 1.760 -3.081
S -0.857 2.867 -2.384
C -1.679 1.959 -1.034
C -1.777 0.451 -1.226
C -0.399 -0.202 -1.149
O 0.398 0.183 -0.311
N -2.679 -0.234 -0.270
C -2.030 -0.667 0.978
H 1.730 1.890 -2.255
H -2.672 2.421 -0.899
H -1.191 2.210 -0.070
H -2.289 0.247 -2.226
H -0.128 -1.008 -1.770
H -3.464 0.485 -0.036
H -1.411 -1.536 0.777
H -1.455 0.153 1.493
H -2.763 -0.978 1.710
H 2.135 1.778 2.063
H 2.000 0.593 3.000
O 2.615 0.940 2.355
H 3.785 0.939 -0.595
H 2.925 1.167 0.668
O 2.962 1.328 -0.295
H 2.421 -3.155 -2.005
H 1.684 -3.308 -3.361
O 1.708 -3.660 -2.479
H 3.229 -1.887 -0.479
H 4.245 -3.039 -0.787
O 3.684 -2.372 -1.245
H -2.980 -2.077 -1.122
H -3.368 -3.555 -0.726
O -2.874 -3.016 -1.361
H -3.797 1.480 2.245
H -3.824 2.824 1.644
O -3.395 2.002 1.535
H -0.006 -0.440 3.611
H -0.189 1.069 3.555
O 0.447 0.354 3.820
H 1.421 -2.551 1.522
H 0.290 -3.244 0.825
O 0.728 -3.176 1.677
H -1.202 -3.181 -1.105
H 0.352 -3.352 -1.465
O -0.248 -2.952 -0.815
H 1.445 3.049 0.392
H 0.747 1.710 0.511
O 0.895 2.497 0.977
H -0.356 -2.368 2.645
H -0.938 -2.368 4.080
O -0.944 -1.853 3.260
H 1.676 -0.799 0.254
H 2.613 -0.543 1.464
O 2.380 -1.232 0.799
H -0.323 2.511 2.187
H -1.816 2.150 2.257
O -1.053 2.339 2.823

## Properties
**DFT total energy**: -2077.92088 Eh
**Energy relative to the best compared isomer or geometry (same formula, charge and spin)**: 39.0 kcal per mole
**LUMO level**: -0.15 eV
**HOMO level**: -9.29 eV

Entry 2:
Density functional theory data (wB97M-V/def2-TZVPD) for a 14-piece molecular cluster, C4H36N2O14 overall.

CARTESIAN COORDINATES (ANGSTROEM)
C -0.258 0.068 3.147
C -1.666 0.213 2.305
C -1.244 1.104 1.167
C -1.435 0.486 -0.165
N -0.329 -0.066 -0.894
O -2.564 0.310 -0.647
N 0.813 -0.593 2.237
H 0.320 1.020 3.110
H -0.411 -0.629 3.917
H -2.470 0.370 2.959
H -1.877 -0.798 1.776
H -0.302 1.728 1.524
H -1.950 2.031 1.185
H -0.549 -0.445 -1.739
H 0.664 0.095 -0.584
H 0.631 -1.624 2.138
H 1.792 -0.700 2.593
H 3.271 0.707 -0.675
H 3.759 1.932 -0.380
O 4.127 1.190 -0.848
H -3.960 -0.701 -1.171
H -4.710 -0.505 -2.415
O -4.957 -0.620 -1.375
H 4.120 0.974 1.430
H 3.956 0.610 2.918
O 3.570 0.985 2.215
H 1.864 2.555 1.218
H 2.585 3.901 0.844
O 2.516 2.838 0.627
H 0.561 2.941 -0.951
H -0.518 3.972 -0.506
O 0.207 3.326 -0.291
H -3.016 2.483 -0.693
H -3.135 3.922 -1.369
O -2.655 3.396 -0.829
H -1.646 -2.117 2.908
H -2.866 -2.031 3.845
O -2.176 -2.593 3.506
H 3.461 -2.185 2.586
H 3.437 -2.815 1.362
O 3.812 -2.953 2.227
H -1.367 -2.344 -0.798
H -0.378 -2.886 -1.708
O -0.550 -2.982 -0.810
H 2.365 0.829 -3.122
H 3.133 -0.527 -3.319
O 2.312 -0.175 -2.945
H -1.007 -1.146 -4.224
H 0.516 -0.902 -3.953
O -0.371 -0.642 -3.725
H -2.515 0.332 -4.376
H -2.644 0.428 -2.870
O -2.641 -0.171 -3.615
H 1.512 -2.391 -0.152
H 1.384 -3.875 0.171
O 1.898 -3.010 0.307

## Properties
**DFT total energy**: -1336.68636 Eh
**Energy relative to the best compared isomer or geometry (same formula, charge and spin)**: 191.7 kcal per mole
**LUMO level**: -0.07 eV
**HOMO level**: -9.61 eV

Entry 3:
Density functional theory data (wB97M-V/def2-TZVPD) for a 13-piece molecular cluster, C4H38N3O14 overall.

CARTESIAN COORDINATES (ANGSTROEM)
N 1.892 2.375 1.815
C 0.903 1.287 1.961
C 0.130 1.000 0.619
N -0.063 -0.412 0.500
C -0.908 -1.169 1.416
C -2.231 -1.599 0.806
N -3.052 -0.408 0.427
O 0.690 1.520 -0.463
H 2.409 2.559 2.671
H 1.425 3.272 1.595
H 2.606 2.111 1.053
H 0.196 1.540 2.750
H 1.450 0.392 2.227
H -0.017 -0.755 -0.448
H -1.046 -0.569 2.310
H -0.374 -2.059 1.758
H -2.055 -2.190 -0.085
H -2.771 -2.183 1.545
H -3.429 -0.501 -0.526
H -3.791 -0.229 1.119
H 2.073 -2.584 2.028
H 3.229 -2.247 3.043
O 2.544 -1.853 2.485
H 3.645 0.698 -0.117
H 2.587 1.646 -0.650
O 3.438 1.658 -0.180
H -3.642 1.776 3.257
H -2.425 0.424 0.394
O -3.283 1.145 2.636
H 1.655 -0.818 -3.389
H 0.224 -1.423 -3.642
O 0.882 -0.762 -3.957
H 0.566 -2.905 -1.969
H 2.030 -3.392 -2.232
O 1.474 -2.920 -1.591
H -1.324 -3.263 -3.512
H -1.650 -1.938 -2.693
O -1.006 -2.675 -2.818
H 2.755 -1.364 -0.525
H 3.291 -1.327 0.932
O 3.489 -1.030 0.016
H -0.213 4.982 1.015
H -0.776 3.630 1.548
O -0.102 4.319 1.710
H -2.463 1.518 2.253
H -1.378 2.327 0.117
O -1.242 1.661 0.829
H -0.024 0.711 -3.273
H -0.147 1.295 -1.857
O -0.659 1.176 -2.706
H -1.898 0.186 -2.570
H -3.138 -0.388 -3.358
O -2.600 -0.551 -2.578
H -1.289 3.578 -1.897
H -0.128 3.222 -0.948
O -1.007 3.676 -0.974
H 1.362 -3.526 0.121
H 1.806 -4.753 0.970
O 1.381 -3.893 1.034

## Properties
**DFT total energy**: -1392.72413 Eh
**Energy relative to the best compared isomer or geometry (same formula, charge and spin)**: 0.0 kcal per mole
**LUMO level**: -2.37 eV
**HOMO level**: -12.26 eV
**Total charge**: +1

Entry 4:
Density functional theory data (wB97M-V/def2-TZVPD) for C4H3BEuO6 as an isolated structure.

CARTESIAN COORDINATES (ANGSTROEM)
O 3.301 -1.076 -0.975
C 2.446 -0.440 -0.556
C 0.993 -0.884 -0.400
C 0.446 0.046 0.469
O -0.884 0.179 1.044
B -1.954 -0.274 0.119
O -2.604 0.697 -0.818
O -2.445 -1.529 0.081
C 1.547 1.063 0.877
O 1.532 1.859 1.895
O 2.512 0.902 -0.078
H 0.470 -1.742 -0.850
H -1.912 1.385 -1.046
H -1.836 -2.159 -0.348
Eu -1.611 1.973 0.588

## Properties
**DFT total energy**: -1340.09765 Eh
**LUMO level (alpha / beta)**: -10.23 / -10.14 eV
**Multiplicity**: 8
**HOMO level (alpha / beta)**: -19.11 / -19.13 eV
**Total charge**: +2
**<S²>**: 15.76

Entry 5:
Density functional theory data (wB97M-V/def2-TZVPD) for C4H3Br as an isolated structure.

CARTESIAN COORDINATES (ANGSTROEM)
C 1.244 -1.034 -0.006
C 1.871 -2.120 -0.251
C 0.375 -0.110 0.506
C -0.585 0.638 -0.446
Br -2.573 0.608 0.188
H 0.435 0.099 1.871
H -0.530 0.290 -1.406
H -0.238 1.629 -0.457

## Properties
**DFT total energy**: -2728.00356 Eh
**Energy relative to the best compared isomer or geometry (same formula, charge and spin)**: 74.6 kcal per mole
**LUMO level**: -2.04 eV
**HOMO level**: -10.25 eV

Entry 6:
Density functional theory data (wB97M-V/def2-TZVPD) for a 2-piece molecular cluster, C4H3BrClNS overall.

CARTESIAN COORDINATES (ANGSTROEM)
C -2.071 0.701 0.096
C -0.981 0.202 -0.516
C -0.258 1.208 -1.181
C 2.931 1.375 -0.449
N -0.656 2.429 -0.953
S -2.080 2.420 -0.070
Cl -0.351 -1.416 -0.589
Br 3.132 -0.395 -0.475
H -3.002 0.221 0.424
H 0.628 1.033 -1.629
H 3.333 1.761 -1.390

## Properties
**DFT total energy**: -3641.20293 Eh
**Energy relative to the best compared isomer or geometry (same formula, charge and spin)**: 83.4 kcal per mole
**LUMO level (alpha / beta)**: -1.02 / -1.02 eV
**HOMO level (alpha / beta)**: -8.91 / -8.91 eV

Entry 7:
Density functional theory data (wB97M-V/def2-TZVPD) for C4H3BrINO2S as an isolated structure.

CARTESIAN COORDINATES (ANGSTROEM)
C 0.692 -0.159 0.694
C 0.286 -0.918 -0.323
C 0.438 1.352 0.528
C -0.771 1.213 -0.427
N 0.388 -2.285 -0.462
O 0.920 -2.866 0.490
O 0.029 -2.781 -1.500
S -0.525 -0.066 -1.555
Br -2.390 0.439 0.829
I -1.641 3.035 -1.260
H 1.264 -0.626 1.530
H -0.013 1.836 1.346
H 1.324 1.827 0.110

## Properties
**DFT total energy**: -3629.19931 Eh
**Energy relative to the best compared isomer or geometry (same formula, charge and spin)**: 17.1 kcal per mole
**LUMO level**: -1.17 eV
**HOMO level**: -9.37 eV

Entry 8:
Density functional theory data (wB97M-V/def2-TZVPD) for C4H3BrN2O2 in the gas phase.

CARTESIAN COORDINATES (ANGSTROEM)
O 1.942 -3.539 0.011
C 1.536 -2.515 -0.257
O 0.209 -2.075 -0.158
C 0.111 -0.796 -0.331
N 0.949 0.025 -0.846
N 0.484 1.307 -0.836
C -0.635 1.410 -0.250
C -1.135 0.044 0.225
Br -3.033 -0.481 -0.210
H 2.183 -1.627 -0.650
H -1.411 2.162 -0.097
H -1.163 0.107 1.260

## Properties
**DFT total energy**: -2988.13653 Eh
**Energy relative to the best compared isomer or geometry (same formula, charge and spin)**: 58.1 kcal per mole
**SMILES**: O=COC1=NN=C[C@H]1Br
**LUMO level**: -0.74 eV
**HOMO level**: -10.13 eV

For the records above, the corresponding molecular weight values read 385.45 336.33 352.36 309.84 130.97 212.50 335.95 190.98 g mol⁻¹.